Formula: C5H8O2
Source: the OMol25 dataset
Level of theory: ωB97M-V with the def2-TZVPD basis set

Structure (XYZ):
```
15
Properties=species:S:1:pos:R:3:forces:R:3:mulliken_charge:R:1
O 1.9241 0.6412 -0.6196 -0.174 -0.020 -0.315 -0.6542
C 1.0586 -0.1375 0.2037 -0.063 -0.097 0.168 0.0649
C 0.4220 -1.3064 -0.5005 -0.080 -0.005 0.069 -0.6613
C -0.9083 -1.2577 -0.4571 0.119 -0.017 -0.016 -0.2360
C -1.4382 -0.0255 0.2353 0.077 0.031 -0.010 -0.6762
C -0.1655 0.6949 0.7394 -0.026 -0.301 0.104 0.0795
O -0.1181 2.0187 0.2599 0.190 0.082 0.002 -0.5835
H 1.5092 0.7090 -1.4921 0.116 0.008 0.141 0.3855
H 1.7081 -0.4500 1.0275 -0.158 -0.030 -0.058 0.3326
H 1.0153 -2.0886 -0.9713 -0.141 0.143 0.126 0.4331
H -1.5584 -2.0263 -0.8715 0.097 0.192 0.026 0.4009
H -2.1375 -0.2623 1.0490 0.206 -0.007 -0.165 0.2676
H -1.9764 0.6259 -0.4653 0.075 -0.109 0.108 0.2684
H -0.1456 0.6830 1.8411 0.008 0.091 -0.239 0.2267
H 0.8109 2.1815 0.0217 -0.247 0.041 0.060 0.3520
```
Positions in Å, forces in eV/Å.

Results
- Calculated total energy: -345.7698 hartree
- Multiplicity: 1
- Frontier orbital gap: 10.714 eV
- Relative energy (zero: lowest compared OMol25 entry of this formula, charge and spin): 92.2 kJ/mol
- LUMO: 0.90 eV